A 10-piece molecular cluster, C45H110N10O5 overall at a distorted geometry, computed with ωB97M-V with the def2-TZVPD basis set.

Its frontier orbital gap is 0.2886 Ha. For the highest occupied orbital energy, the calculation gives -7.9 eV. The total energy comes out at -73586.6299 eV. As for the relative energy (zero: lowest compared OMol25 entry of this formula, charge and spin): 296.39 kJ/mol. Its net charge is 0.

Each line ends with the Löwdin charge.
Geometry (Å):
C -1.48 8.02 0.14  -0.075
C -1.33 7.52 1.59  -0.238
N 0.04 7.18 2.00  -0.215
C 0.49 5.87 1.49  -0.250
C -0.20 4.78 2.27  -0.081
C 1.01 8.25 1.88  -0.265
C 0.56 9.56 2.49  -0.101
H -2.54 8.06 -0.12  0.070
H -0.96 7.34 -0.53  0.058
H -0.97 8.98 0.02  0.059
H -1.66 8.27 2.31  0.100
H -1.97 6.65 1.77  0.098
H 0.44 5.88 0.39  0.102
H 1.55 5.82 1.75  0.100
H 0.18 3.78 2.03  0.058
H -0.06 4.98 3.33  0.083
H -1.28 4.67 2.11  0.063
H 1.15 8.37 0.79  0.113
H 1.91 7.98 2.44  0.116
H -0.37 9.95 2.07  0.059
H 1.29 10.36 2.35  0.074
H 0.40 9.53 3.57  0.081
C 4.67 2.32 -1.21  -0.083
C 5.09 3.72 -0.79  -0.275
N 4.12 4.77 -1.02  -0.180
C 3.65 4.85 -2.40  -0.271
C 4.71 5.25 -3.44  -0.082
C 4.66 6.06 -0.55  -0.242
C 4.91 6.13 0.97  -0.070
H 3.85 1.82 -0.69  0.042
H 5.50 1.66 -0.95  0.077
H 4.49 2.22 -2.28  0.067
H 5.23 3.66 0.30  0.097
H 6.11 3.91 -1.16  0.121
H 3.15 3.94 -2.72  0.081
H 2.86 5.61 -2.44  0.110
H 4.29 5.43 -4.43  0.070
H 5.21 6.17 -3.16  0.062
H 5.43 4.43 -3.58  0.068
H 3.97 6.82 -0.90  0.114
H 5.63 6.17 -1.05  0.102
H 3.99 6.04 1.55  0.060
H 5.33 7.13 1.12  0.074
H 5.69 5.45 1.28  0.065
C -0.27 -7.30 6.71  -0.083
C 0.13 -5.82 6.58  -0.236
N -0.36 -5.15 5.34  -0.209
C -1.81 -5.09 5.30  -0.269
C -2.33 -3.86 4.57  -0.075
C 0.29 -5.72 4.15  -0.260
C 1.79 -5.49 4.15  -0.093
H 0.51 -7.91 7.16  0.068
H -0.72 -7.69 5.80  0.060
H -1.08 -7.33 7.45  0.066
H -0.42 -5.31 7.37  0.100
H 1.19 -5.62 6.69  0.099
H -2.24 -6.07 5.04  0.116
H -2.16 -5.02 6.34  0.108
H -1.52 -3.12 4.58  0.076
H -2.64 -4.04 3.54  0.039
H -3.19 -3.42 5.07  0.074
H -0.04 -5.11 3.31  0.103
H 0.00 -6.77 4.04  0.108
H 2.03 -4.46 4.42  0.078
H 2.05 -5.53 3.09  0.057
H 2.48 -6.14 4.69  0.069
C -3.17 -9.20 -0.23  -0.089
C -3.16 -7.72 -0.67  -0.255
N -2.09 -7.01 0.03  -0.183
C -0.78 -7.32 -0.54  -0.253
C 0.35 -6.61 0.22  -0.087
C -2.33 -5.57 -0.18  -0.246
C -3.47 -4.99 0.70  -0.052
H -3.26 -9.28 0.86  0.073
H -2.23 -9.70 -0.48  0.054
H -4.02 -9.73 -0.65  0.068
H -3.11 -7.64 -1.76  0.120
H -4.11 -7.37 -0.29  0.099
H -0.83 -7.10 -1.62  0.117
H -0.49 -8.37 -0.47  0.104
H 1.36 -7.04 0.26  0.074
H 0.05 -6.47 1.26  0.061
H 0.56 -5.63 -0.22  0.037
H -1.50 -5.03 0.27  0.088
H -2.49 -5.37 -1.25  0.118
H -3.20 -5.05 1.75  0.053
H -3.77 -4.00 0.36  0.051
H -4.38 -5.59 0.56  0.060
C 0.96 0.95 0.47  -0.096
C 1.69 0.19 -0.62  -0.245
N 0.87 -0.97 -1.01  -0.185
C 1.18 -1.45 -2.37  -0.237
C 0.09 -2.41 -2.84  -0.080
C 0.69 -1.99 -0.01  -0.256
C 1.83 -2.99 0.22  -0.060
H 0.97 0.59 1.50  0.064
H -0.09 1.06 0.19  0.057
H 1.32 1.99 0.49  0.062
H 1.84 0.83 -1.49  0.096
H 2.67 -0.21 -0.33  0.102
H 1.07 -0.51 -2.92  0.087
H 2.18 -1.80 -2.65  0.114
H -0.91 -2.10 -2.52  0.050
H 0.10 -2.37 -3.94  0.061
H 0.25 -3.47 -2.64  0.079
H -0.23 -2.54 -0.24  0.097
H 0.45 -1.55 0.97  0.104
H 2.36 -3.14 -0.72  0.071
H 1.48 -3.91 0.67  0.048
H 2.58 -2.59 0.91  0.060
C -0.08 3.27 -8.24  -0.073
N 0.06 2.05 -7.49  0.009
C -0.69 1.59 -6.47  -0.532
C -0.20 0.34 -5.78  0.009
O -1.66 2.21 -6.04  0.017
H -0.19 3.08 -9.31  0.083
H 0.83 3.88 -8.23  0.084
H -0.90 3.92 -7.93  0.086
H 0.96 1.62 -7.63  0.132
H 0.61 -0.13 -6.34  0.082
H -0.99 -0.37 -5.57  0.071
H 0.22 0.60 -4.81  0.070
C 4.02 0.06 2.41  -0.067
N 3.90 1.41 2.95  0.020
C 3.87 1.90 4.21  -0.554
C 3.38 1.06 5.36  0.004
O 4.21 3.07 4.41  0.014
H 4.70 0.06 1.56  0.080
H 3.02 -0.14 2.01  0.049
H 4.27 -0.76 3.08  0.085
H 4.05 2.17 2.30  0.128
H 3.20 0.02 5.07  0.064
H 2.43 1.45 5.70  0.089
H 4.18 1.08 6.09  0.087
C -5.69 1.22 0.15  -0.058
N -4.35 0.70 0.40  0.012
C -4.06 -0.20 1.35  -0.564
C -2.58 -0.56 1.52  0.000
O -4.89 -0.83 1.99  0.018
H -6.48 0.65 0.63  0.082
H -5.88 1.18 -0.93  0.062
H -5.69 2.27 0.43  0.084
H -3.59 1.28 0.07  0.084
H -2.14 0.13 2.24  0.087
H -2.09 -0.57 0.54  0.061
H -2.47 -1.56 1.93  0.067
C 0.07 3.30 -2.24  -0.051
N -1.09 2.77 -2.91  0.025
C -2.18 2.42 -2.20  -0.518
C -3.44 2.17 -3.03  0.019
O -2.14 2.15 -1.01  0.019
H 0.26 2.73 -1.34  0.054
H -0.18 4.32 -1.91  0.090
H 0.98 3.24 -2.83  0.072
H -1.25 2.87 -3.90  0.100
H -4.33 2.21 -2.41  0.063
H -3.35 1.18 -3.47  0.079
H -3.54 2.90 -3.84  0.080
C -4.20 -2.09 -2.00  -0.023
N -3.27 -2.37 -3.11  0.009
C -3.53 -3.27 -4.06  -0.563
C -2.62 -3.30 -5.27  0.005
O -4.41 -4.12 -3.94  0.025
H -5.12 -2.61 -2.24  0.089
H -4.41 -1.02 -2.04  0.070
H -3.72 -2.38 -1.07  0.065
H -2.49 -1.74 -3.19  0.089
H -1.82 -2.55 -5.15  0.034
H -3.13 -2.97 -6.17  0.088
H -2.09 -4.24 -5.31  0.089